Entry from OMol25: a cluster of 2 separate species, C5H10NO8 in total at a distorted geometry (ωB97M-V/def2-TZVPD).

Summary:
LUMO (alpha / beta): -0.28 / -1.88 eV
highest occupied orbital energy (alpha / beta): -0.393 / -0.393 hartree
frontier orbital gap (alpha / beta): 10.42 / 8.82 eV
energy relative to the best compared isomer or geometry (same formula, charge and spin): 52.4 kJ/mol

```
! RIJCOSX wB97M-V def2-TZVPD def2/J DEFGRID3
* xyz 0 2
C 0.78 -1.92 -1.30
C 0.26 -0.79 -0.39
C 1.03 0.56 -0.43
O 2.34 0.36 0.04
N 2.94 1.80 0.31
O 4.06 1.77 0.80
O 2.22 2.71 -0.01
C -1.26 -0.55 -0.64
C -1.86 0.41 0.38
O -2.35 1.49 0.09
O -4.33 2.76 3.66
O -1.60 -0.16 -1.97
O 0.34 -1.27 0.96
O 1.48 -2.22 1.06
H 0.90 -1.56 -2.33
H 1.72 -2.32 -0.91
H 0.04 -2.74 -1.30
H 1.07 0.89 -1.48
H 0.44 1.25 0.17
H -1.76 -1.52 -0.46
H -1.94 -0.03 1.41
H -4.16 2.54 2.64
H -2.49 0.24 -1.86
H 2.15 -1.73 1.58
*
```